11
Properties=species:S:1:pos:R:3 method="wB97M-V/def2-TZVPD" max_force_ev_per_a=0.41 e_above_lowest_kcal_mol=96.0 multiplicity=1
N 0.28 0.78 -1.76
C 0.00 0.20 -0.51
C -1.22 -0.03 0.14
C -0.66 -0.56 1.42
N 0.73 -0.74 1.41
N 1.04 -0.23 0.26
H -0.58 1.16 -2.13
H 0.65 0.12 -2.43
H -0.86 0.55 1.63
H -1.22 -1.14 2.15
H 2.03 -0.14 0.03

228
Properties=species:S:1:pos:R:3 method="wB97M-V/def2-TZVPD" max_force_ev_per_a=5.82 e_above_lowest_kcal_mol=107.3 multiplicity=1
C -5.94 11.46 15.27
C -7.26 12.18 15.55
C -8.10 11.48 16.71
O -9.44 11.98 16.81
C -10.35 11.28 17.62
N -7.05 13.59 15.91
H -5.91 10.37 15.23
H -5.27 11.74 16.08
H -5.40 11.91 14.44
H -7.82 12.22 14.61
H -7.58 11.31 17.65
H -8.29 10.46 16.38
H -10.17 10.22 17.43
H -11.42 11.38 17.39
H -10.29 11.67 18.63
H -6.71 14.25 15.23
H -7.87 14.02 16.30
C -5.79 8.77 20.23
C -5.46 10.23 20.21
C -4.46 10.78 21.24
O -3.06 10.44 20.98
C -2.19 11.18 21.91
N -5.11 10.60 18.87
H -4.88 8.26 19.92
H -6.54 8.45 19.51
H -6.09 8.38 21.21
H -6.39 10.78 20.38
H -4.64 10.34 22.22
H -4.60 11.83 21.49
H -1.14 11.03 21.70
H -2.39 10.99 22.97
H -2.41 12.23 21.73
H -4.32 9.99 18.72
H -5.83 10.12 18.36
C -9.84 8.17 23.72
C -9.26 8.80 22.44
C -9.52 7.77 21.24
O -9.14 8.33 20.00
C -9.42 7.54 18.86
N -9.96 10.09 22.26
H -9.51 7.14 23.87
H -10.93 8.19 23.67
H -9.72 8.76 24.63
H -8.23 9.04 22.72
H -10.58 7.55 21.23
H -9.03 6.80 21.35
H -8.91 7.85 17.95
H -10.50 7.52 18.68
H -9.14 6.49 18.95
H -9.76 10.28 21.29
H -10.93 9.80 22.15
C -3.13 15.77 22.07
C -2.76 16.55 23.34
C -3.67 16.22 24.54
O -4.96 16.68 24.20
C -6.08 16.04 24.78
N -1.43 16.21 23.78
H -4.15 16.00 21.78
H -3.03 14.68 22.15
H -2.42 15.96 21.26
H -2.97 17.60 23.11
H -3.34 16.75 25.43
H -3.78 15.15 24.72
H -6.31 15.02 24.48
H -6.99 16.61 24.64
H -5.98 15.83 25.85
H -1.21 16.71 24.62
H -1.36 15.25 24.09
C -8.68 15.10 20.68
C -8.80 13.99 21.69
C -9.74 14.38 22.96
O -9.36 15.55 23.70
C -9.98 15.76 24.90
N -9.33 12.80 21.05
H -8.52 16.05 21.19
H -9.59 15.27 20.09
H -7.78 14.96 20.07
H -7.89 13.70 22.21
H -9.86 13.43 23.47
H -10.74 14.55 22.58
H -9.48 16.56 25.45
H -10.08 14.95 25.62
H -11.02 16.05 24.78
H -8.68 12.59 20.30
H -9.41 12.02 21.68
C -7.07 19.21 26.70
C -6.40 19.98 25.57
C -6.14 21.49 25.78
O -5.38 21.65 26.92
C -6.03 22.19 28.07
N -5.15 19.33 25.14
H -7.96 19.77 26.97
H -6.54 19.17 27.65
H -7.33 18.17 26.50
H -7.08 19.85 24.72
H -6.96 22.20 25.74
H -5.45 21.91 25.04
H -6.43 23.19 27.91
H -5.12 22.17 28.67
H -6.82 21.45 28.22
H -5.22 18.40 24.75
H -4.97 19.81 24.27
C -14.25 16.99 20.36
C -13.31 16.61 19.20
C -12.31 17.65 18.74
O -12.82 18.73 17.91
C -11.78 19.36 17.12
N -12.63 15.48 19.67
H -14.67 17.96 20.10
H -13.86 16.83 21.37
H -15.17 16.41 20.24
H -13.84 16.45 18.26
H -11.62 17.14 18.07
H -11.71 18.00 19.58
H -11.50 18.68 16.31
H -10.90 19.82 17.57
H -12.18 20.21 16.57
H -13.18 14.64 19.76
H -12.34 15.61 20.63
C -5.76 14.63 28.89
C -7.13 14.20 29.43
C -8.23 15.17 28.99
O -8.09 16.49 29.51
C -9.07 17.45 29.00
N -7.40 12.88 28.87
H -5.54 15.70 28.99
H -5.65 14.39 27.83
H -4.87 14.18 29.33
H -7.12 13.98 30.50
H -9.23 14.82 29.24
H -8.19 15.12 27.90
H -10.07 17.21 29.38
H -9.05 17.41 27.91
H -8.76 18.43 29.35
H -6.60 12.36 29.20
H -8.18 12.47 29.36
C -9.70 19.27 22.07
C -10.28 20.35 21.21
C -10.52 21.76 21.74
O -11.72 21.72 22.51
C -12.93 21.97 21.81
N -9.49 20.45 20.06
H -9.47 18.39 21.47
H -10.31 19.11 22.96
H -8.76 19.67 22.45
H -11.23 19.98 20.84
H -10.56 22.54 20.98
H -9.60 22.06 22.25
H -12.86 22.89 21.23
H -13.72 22.32 22.47
H -13.23 21.04 21.33
H -9.84 21.20 19.48
H -8.60 20.75 20.43
C -12.62 13.44 29.66
C -13.22 14.66 29.02
C -12.21 15.50 28.10
O -12.42 16.92 28.11
C -13.73 17.29 27.63
N -14.28 14.04 28.25
H -12.06 12.75 29.02
H -13.38 12.83 30.15
H -11.82 13.73 30.33
H -13.62 15.20 29.88
H -12.15 15.00 27.14
H -11.23 15.32 28.55
H -13.81 18.37 27.72
H -14.55 16.94 28.25
H -13.84 17.08 26.56
H -13.95 13.68 27.37
H -14.63 13.19 28.66
C -7.12 11.80 24.07
C -7.69 11.39 25.38
C -6.55 10.99 26.40
O -5.59 10.04 25.86
C -4.47 9.78 26.60
N -8.53 12.45 25.89
H -6.28 11.16 23.79
H -6.80 12.84 24.01
H -7.79 11.59 23.23
H -8.27 10.47 25.36
H -7.01 10.55 27.29
H -5.98 11.88 26.70
H -3.94 10.61 27.07
H -3.72 9.52 25.85
H -4.53 8.93 27.28
H -8.21 12.59 26.84
H -8.22 13.26 25.37
C -5.12 14.37 19.10
C -3.93 14.59 18.21
C -3.14 13.30 17.99
O -1.84 13.50 17.31
C -0.81 13.80 18.23
N -4.30 15.15 16.90
H -4.86 13.80 19.99
H -5.97 13.83 18.69
H -5.56 15.31 19.42
H -3.29 15.35 18.66
H -3.63 12.62 17.30
H -3.10 12.72 18.91
H -1.08 14.64 18.87
H 0.18 13.88 17.76
H -0.58 13.09 19.03
H -3.60 15.02 16.18
H -5.12 14.69 16.52
C -10.84 14.92 16.07
O -11.32 16.03 15.73
N -10.16 14.12 15.21
N -10.79 14.49 17.30
H -10.34 14.33 14.24
H -9.75 13.27 15.56
H -10.47 13.54 17.42
H -11.37 14.94 18.00
C -15.36 13.98 24.32
O -15.48 12.84 24.77
N -16.46 14.56 24.02
N -14.27 14.65 24.10
H -17.32 14.12 24.32
H -16.51 15.30 23.34
H -14.42 15.64 24.17
H -13.37 14.31 24.39
C -12.15 11.78 24.90
O -12.40 12.61 25.73
N -13.06 11.22 24.19
N -10.96 11.24 24.82
H -14.01 11.54 24.19
H -12.66 10.53 23.57
H -10.28 11.72 25.40
H -10.56 10.70 24.06

182
Properties=species:S:1:pos:R:3 method="wB97M-V/def2-TZVPD" max_force_ev_per_a=3.24 e_above_lowest_kcal_mol=63.4 multiplicity=1
C -0.10 4.89 5.01
C 0.78 5.02 3.70
C 0.08 6.11 2.74
O 0.84 6.21 1.56
C 0.37 7.20 0.63
N 2.18 5.44 4.12
H -0.23 5.90 5.58
H 0.14 4.11 5.76
H -1.15 4.68 4.75
H 0.90 4.04 3.21
H 0.16 7.04 3.28
H -0.93 5.77 2.57
H 0.94 7.02 -0.29
H 0.55 8.25 0.97
H -0.72 7.06 0.48
H 2.74 5.58 3.27
H 2.23 6.35 4.58
C -3.46 -3.81 3.16
C -2.78 -4.46 1.96
C -2.07 -5.74 2.32
O -0.83 -5.62 2.94
C 0.01 -6.70 2.74
N -3.77 -4.68 0.98
H -2.82 -3.65 4.02
H -4.29 -4.40 3.57
H -3.87 -2.83 2.84
H -2.04 -3.78 1.59
H -2.01 -6.24 1.36
H -2.62 -6.37 3.02
H -0.50 -7.69 2.85
H 0.77 -6.68 3.49
H 0.55 -6.69 1.80
H -4.72 -4.84 1.41
H -3.83 -4.03 0.20
C 0.14 -4.39 -4.48
C -0.07 -5.63 -3.66
C -1.47 -6.19 -3.56
O -2.38 -5.21 -3.05
C -3.71 -5.43 -3.51
N 0.75 -6.69 -4.21
H 1.18 -4.13 -4.60
H -0.35 -3.55 -4.12
H -0.21 -4.55 -5.52
H 0.28 -5.40 -2.62
H -1.43 -7.06 -2.84
H -1.94 -6.60 -4.43
H -4.26 -4.59 -3.07
H -4.04 -6.46 -3.19
H -3.80 -5.30 -4.62
H 1.71 -6.43 -4.26
H 0.66 -7.61 -3.79
C -2.19 4.35 -0.20
C -2.14 4.27 -1.72
C -3.51 4.01 -2.29
O -3.36 3.87 -3.72
C -3.78 2.63 -4.21
N -1.62 5.50 -2.28
H -1.21 4.67 0.11
H -2.30 3.29 0.25
H -2.94 5.07 0.08
H -1.49 3.44 -1.99
H -4.18 4.80 -2.04
H -3.92 3.10 -1.88
H -3.36 2.57 -5.16
H -4.86 2.65 -4.23
H -3.66 1.79 -3.50
H -0.62 5.48 -2.12
H -1.78 5.55 -3.27
C 1.62 4.37 -4.06
C 1.47 3.02 -4.83
C 2.56 2.04 -4.44
O 2.17 0.83 -5.08
C 2.76 -0.33 -4.53
N 0.16 2.46 -4.53
H 1.39 4.23 -3.01
H 0.90 5.17 -4.33
H 2.64 4.74 -4.15
H 1.58 3.21 -5.98
H 2.73 1.84 -3.38
H 3.62 2.33 -4.80
H 2.30 -0.53 -3.56
H 3.89 -0.30 -4.56
H 2.45 -1.12 -5.21
H -0.61 3.04 -4.75
H -0.04 1.56 -4.88
C 3.58 -5.59 0.27
C 3.39 -4.07 -0.26
C 4.44 -3.30 0.53
O 4.48 -1.88 0.31
C 3.32 -1.21 0.70
N 3.52 -3.99 -1.72
H 2.94 -6.38 -0.19
H 3.26 -5.65 1.32
H 4.61 -5.87 0.15
H 2.34 -3.69 0.04
H 5.45 -3.59 0.16
H 4.31 -3.56 1.63
H 3.30 -1.09 1.81
H 2.46 -1.75 0.36
H 3.24 -0.23 0.27
H 3.63 -3.01 -2.07
H 4.33 -4.48 -2.03
C -4.05 1.85 2.51
C -2.76 1.02 2.43
C -1.66 1.39 3.39
O -0.68 0.36 3.51
C 0.63 0.75 3.85
N -3.18 -0.36 2.69
H -4.65 1.83 3.38
H -4.63 1.43 1.70
H -3.86 2.87 2.21
H -2.34 1.10 1.39
H -2.07 1.56 4.40
H -1.21 2.34 3.08
H 0.57 1.37 4.72
H 1.09 1.33 3.07
H 1.14 -0.19 4.09
H -3.68 -0.56 3.55
H -2.36 -0.92 2.64
C -4.81 -1.04 -5.29
C -3.69 -1.99 -4.81
C -2.32 -1.45 -5.14
O -2.36 -1.13 -6.55
C -1.34 -0.35 -7.04
N -3.88 -2.31 -3.43
H -4.82 -0.88 -6.31
H -4.68 -0.07 -4.74
H -5.76 -1.48 -5.08
H -3.78 -2.90 -5.35
H -1.52 -2.10 -4.91
H -2.11 -0.59 -4.55
H -1.41 0.70 -6.73
H -1.55 -0.20 -8.13
H -0.28 -0.73 -7.06
H -3.02 -2.39 -2.94
H -4.09 -1.40 -3.08
C 4.42 3.51 8.01
C 5.38 3.15 6.91
C 5.09 1.72 6.41
O 5.69 0.74 7.26
C 5.51 -0.59 6.75
N 5.21 4.06 5.79
H 4.61 2.93 8.90
H 3.47 3.13 7.71
H 4.37 4.53 8.17
H 6.42 3.17 7.22
H 5.49 1.63 5.36
H 3.99 1.58 6.38
H 4.48 -0.83 6.79
H 6.03 -1.31 7.43
H 5.98 -0.62 5.77
H 6.14 4.44 5.49
H 4.43 4.63 5.79
C -0.71 0.25 -1.95
C 0.18 -0.05 -0.71
C 0.60 1.19 0.08
O 1.46 1.94 -0.73
C 1.74 3.24 -0.29
N -0.61 -1.00 0.19
H -0.24 0.89 -2.68
H -1.57 0.77 -1.71
H -0.98 -0.71 -2.43
H 1.03 -0.68 -1.01
H 1.01 0.96 1.05
H -0.36 1.79 0.27
H 2.10 3.25 0.79
H 0.86 3.82 -0.35
H 2.67 3.60 -0.82
H -0.08 -1.27 1.02
H -1.49 -0.58 0.43
O -0.21 -2.39 2.91
H -0.38 -3.32 2.91
H -0.76 -2.03 3.63
O -2.21 -2.93 -0.81
H -1.97 -3.72 -1.27
H -1.41 -2.56 -0.39
O 4.34 2.50 3.16
H 4.51 2.98 4.05
H 3.84 3.10 2.63
O -4.04 -0.87 -0.02
H -4.20 -0.72 0.89
H -3.52 -1.69 -0.13

10
Properties=species:S:1:pos:R:3 method="wB97M-V/def2-TZVPD" max_force_ev_per_a=3.19 e_above_lowest_kcal_mol=130.7 multiplicity=1
C 0.82 -0.45 1.58
C -2.01 1.38 -0.20
C 1.22 -0.20 -0.76
O 1.24 0.17 0.59
Cl 0.20 -2.09 1.22
Cl -1.90 2.14 1.27
Br -3.04 -0.26 -0.29
H 0.26 0.15 -1.17
H 1.26 -1.24 -0.81
H 1.95 0.39 -1.43

11
Properties=species:S:1:pos:R:3 method="wB97M-V/def2-TZVPD" max_force_ev_per_a=4.30 e_above_lowest_kcal_mol=144.5 multiplicity=1 smiles="N#CC1=NOCON1"
C -2.25 0.25 -0.10
C -0.83 0.35 -0.29
C 1.50 0.10 0.32
H 2.59 0.22 0.15
H 1.17 0.00 1.41
H -0.62 -1.64 -0.04
N -3.35 -0.02 0.01
N -0.22 1.50 -0.21
N -0.24 -0.89 -0.55
O 1.12 1.17 -0.45
O 1.14 -1.04 -0.26

Number 1: frontier orbital gap 0.328 Eh. Number 2: frontier orbital gap 0.310 Eh. Number 3: frontier orbital gap 0.340 Eh. Number 4: frontier orbital gap 0.286 Eh. Number 5: frontier orbital gap 0.375 Eh.